Entry 1:
{
  "formula": "C4H11NO2",
  "method": "wB97M-V/def2-TZVPD",
  "elements": ["C", "C", "O", "C", "N", "C", "O", "H", "H", "H", "H", "H", "H", "H", "H", "H", "H", "H"],
  "xyz": [[-0.82826, 0.21914, -1.84732], [-1.13575, -0.04463, -0.39191], [-1.60215, 1.19762, 0.22096], [0.06237, -0.63818, 0.35842], [-0.38905, -1.10510, 1.66327], [1.26099, 0.31861, 0.42083], [2.44108, -0.43905, 0.56881], [-1.72190, 0.23625, -2.48450], [-0.26148, -0.56466, -2.36646], [-0.33369, 1.15785, -2.09602], [-1.99510, -0.70677, -0.27046], [-0.90354, 1.49683, 0.80682], [0.36920, -1.50575, -0.22668], [-0.89595, -0.39133, 2.17617], [0.39812, -1.36717, 2.24792], [1.28362, 1.05955, -0.38524], [1.07201, 0.95025, 1.31506], [3.17948, 0.12654, 0.29032]],
  "forces_ev_per_angstrom": [[-0.408, -0.349, -1.764], [-0.011, 0.859, 0.337], [0.332, -0.556, -0.101], [-0.435, 0.150, -0.265], [0.225, -0.193, 0.278], [-0.995, 0.652, 0.799], [0.505, 0.505, -0.369], [-0.253, 0.188, 0.515], [0.245, -0.113, 0.603], [0.156, 0.090, 0.593], [0.261, -0.273, -0.208], [-0.008, 0.277, 0.047], [0.099, -0.102, 0.039], [-0.036, 0.068, -0.195], [-0.013, -0.089, -0.117], [0.212, -0.503, -0.439], [0.357, -0.199, -0.014], [-0.232, -0.413, 0.261]],
  "gap_ev": 10.162,
  "e_tot_ha": -364.21531,
  "e_lumo_ev": 0.67,
  "max_force_ha_per_bohr": 0.0359,
  "smiles": "C[C@H](O)[C@H](N)CO",
  "spin_multiplicity": 1
}

Entry 2:
{
  "formula": "C4H11NO2",
  "method": "wB97M-V/def2-TZVPD",
  "elements": ["C", "C", "N", "H", "H", "H", "H", "H", "H", "H", "C", "C", "O", "O", "H", "H", "H", "H"],
  "xyz": [[0.35557, 1.00176, 1.03058], [0.27183, 0.29795, 2.34967], [1.48500, 1.20614, 0.37879], [1.30409, 0.90813, -0.77257], [2.25181, 0.63652, 0.73022], [-0.45169, 1.68870, 0.78486], [-0.35033, -0.08596, -0.02381], [-0.73806, -0.06756, 2.53162], [0.52600, 0.99236, 3.15669], [0.96126, -0.54720, 2.38878], [-1.58318, -0.45138, -1.76647], [-0.19924, -0.53630, -1.13305], [0.13808, -1.89717, -0.88310], [0.75190, 0.16728, -1.70924], [1.01325, -2.01891, -1.27269], [-2.30471, -1.04022, -1.20095], [-1.52665, -0.84319, -2.78306], [-1.90494, 0.58903, -1.80625]],
  "forces_ev_per_angstrom": [[0.728, 0.493, -0.005], [-0.020, -0.148, -0.062], [-0.369, -0.274, 0.229], [-0.481, -0.317, -0.515], [-0.090, -0.035, 0.083], [-0.067, -0.139, -0.113], [-0.090, -0.306, -0.356], [0.031, 0.017, -0.006], [-0.010, 0.002, -0.100], [-0.017, 0.054, -0.019], [0.166, -0.031, -0.028], [-0.185, 0.275, 0.578], [0.088, 0.083, -0.107], [0.349, 0.235, 0.371], [-0.052, 0.078, 0.026], [0.027, 0.011, 0.005], [-0.012, 0.015, 0.015], [0.005, -0.011, 0.003]],
  "gap_ev": 9.746,
  "e_tot_ha": -364.17708,
  "e_lumo_ev": 0.47,
  "max_force_ha_per_bohr": 0.0171,
  "spin_multiplicity": 1
}